[1]
C3H19LiN6O7 | ωB97M-V/def2-TZVPD

Structure (XYZ):
```
36
Properties=species:S:1:pos:R:3:forces:R:3:mulliken_charge:R:1
Li -0.38039 0.04989 0.24026 -1.193 0.095 -0.586 0.881
O 1.30541 -0.67701 0.49661 0.263 -0.349 0.448 -0.575
H 2.21606 -0.38550 0.69728 0.669 -0.441 -0.221 0.298
O -0.31774 2.06760 1.06665 -0.266 -0.638 -0.161 -0.518
H 0.35900 2.74029 0.99078 0.377 0.249 -0.273 0.291
H -0.37228 1.88680 2.00503 -0.114 0.079 0.392 0.272
O -1.85218 -0.80532 1.51109 0.422 0.451 -0.160 -0.520
H -2.60659 -0.31755 1.84151 -0.286 0.193 -0.019 0.259
H -1.90875 -1.65710 1.94412 0.190 -0.431 -0.016 0.254
O 2.08354 1.35037 -1.21071 -0.096 0.426 0.006 -0.579
H 1.75102 0.67857 -0.61544 -0.135 0.072 -0.226 0.387
H 2.70318 0.88658 -1.77389 0.247 -0.019 -0.287 0.339
C -1.57604 1.42498 -2.14638 0.017 -1.239 -1.280 0.752
O -1.35282 0.38654 -1.51192 0.455 0.172 1.015 -0.776
N -1.97435 2.56780 -1.67413 -1.028 2.973 3.541 -0.369
N -1.52882 1.51000 -3.46399 0.515 -0.722 -2.808 -0.420
H -2.21933 3.39128 -2.20513 0.187 -0.485 -0.130 0.170
H -2.06118 2.68658 -0.67490 0.089 -0.141 -0.130 0.192
H -1.24884 0.74766 -4.06442 0.006 0.058 0.391 0.220
H -1.68383 2.40364 -3.90838 0.102 -0.414 -0.033 0.152
C -0.97509 -3.21527 -1.82354 0.918 2.463 2.106 0.654
O -0.10338 -2.95617 -1.00476 0.948 -0.107 0.844 -0.637
N -1.90812 -2.34699 -2.12095 -2.692 2.043 -1.129 -0.259
N -1.12147 -4.32512 -2.45366 0.502 -4.311 -1.662 -0.395
H -1.99598 -1.45052 -1.66409 0.253 -0.176 -0.320 0.211
H -2.60589 -2.65210 -2.78437 -0.141 0.589 0.353 0.155
H -0.54795 -5.08818 -2.12361 -0.188 -0.068 -0.570 0.258
H -1.80000 -4.42451 -3.19516 0.358 -0.413 0.347 0.150
C 3.12737 0.52607 3.41299 1.022 -1.718 -2.102 0.786
O 3.97528 0.06549 2.62920 -0.567 0.917 1.092 -0.659
N 1.83698 0.26130 3.19349 -2.081 -0.312 -1.133 -0.215
N 3.27388 1.19885 4.52769 1.815 1.041 1.606 -0.371
H 1.69571 -0.03933 2.23967 -0.847 0.046 0.848 -0.029
H 1.12524 0.69746 3.76207 -0.124 -0.347 -0.458 0.195
H 2.47699 1.64519 4.95879 0.729 -0.152 0.303 0.176
H 4.21136 1.16775 4.90221 -0.325 0.614 0.411 0.269
```
Forces are in eV/Å.

Output
Kohn-Sham gap (alpha / beta), eV: 9.22 / 5.32
Total charge: +1
Lowest unoccupied orbital energy (alpha / beta), eV: -3.0 / -6.9
Spin multiplicity: 2

***

[2]
C3H20B2Cs2N6O3 | ωB97M-V/def2-TZVPD

Structure (XYZ):
```
36
Properties=species:S:1:pos:R:3:forces:R:3:mulliken_charge:R:1
Cs -5.60047 0.76034 1.38625 0.660 0.207 0.524 0.901
Cs -1.05863 -4.62756 -1.39777 0.082 0.586 0.472 0.944
B -4.05494 1.80286 5.50623 0.201 0.008 0.014 0.047
H -3.53372 2.30510 4.70602 2.161 2.321 -3.350 -0.228
H -4.23635 2.47811 6.32803 -0.864 2.798 3.144 -0.222
H -4.99205 1.45214 5.10241 -4.162 -1.852 -1.660 -0.328
H -3.38680 1.02959 5.85249 2.362 -3.411 1.310 -0.193
B -1.27193 -0.64083 0.41052 0.078 0.080 -0.232 0.186
H -1.56745 0.10782 1.12914 -1.320 3.101 2.483 -0.223
H -1.95917 -1.46980 0.47947 -3.008 -3.846 0.396 -0.301
H -1.28306 -0.34062 -0.62583 0.029 1.617 -4.235 -0.224
H -0.28552 -0.96619 0.70272 4.120 -1.491 1.064 -0.361
C -3.17033 3.21473 -3.02766 -3.384 -2.104 0.191 0.706
O -4.31882 3.23795 -2.62672 -1.639 0.078 -0.278 -0.708
N -2.65400 2.42971 -3.94142 -0.350 -2.063 -3.001 -0.406
N -2.22644 3.81632 -2.47043 5.406 5.437 4.467 -0.347
H -1.64908 2.38664 -3.84991 -0.423 -1.237 -0.904 0.198
H -3.28954 1.69412 -4.21543 0.840 -0.235 -0.329 0.225
H -1.26079 3.73098 -2.75389 -0.326 0.171 0.166 0.126
H -2.39300 4.44715 -1.69945 -0.097 -0.171 -0.209 0.209
C 3.12217 -4.34908 2.37195 -2.693 1.365 -1.566 0.635
O 2.05892 -4.87245 2.19517 -2.668 -1.330 0.061 -0.665
N 3.33033 -3.05653 2.28222 0.906 4.171 -0.133 -0.368
N 4.21333 -4.98787 2.50074 5.715 -4.257 0.970 -0.359
H 2.64843 -2.35005 2.04556 -0.266 -0.593 0.165 0.220
H 4.29243 -2.76456 2.18628 -0.388 0.278 0.162 0.157
H 5.13325 -4.57094 2.50620 -0.413 0.049 0.146 0.159
H 4.22845 -5.99762 2.48297 -0.339 0.295 0.054 0.216
C 2.75093 0.92783 -3.30496 -3.319 1.256 -1.616 0.658
O 1.92707 1.41391 -4.06582 -0.383 -0.026 -0.403 -0.660
N 4.03847 0.95325 -3.50710 4.336 0.515 -1.176 -0.435
N 2.48968 0.29941 -2.18972 -0.204 -1.741 3.113 -0.287
H 4.61751 0.93144 -2.67986 0.343 0.132 -0.620 0.185
H 4.38780 1.41623 -4.33399 -0.087 0.062 0.360 0.231
H 3.35422 0.04808 -1.73201 -0.958 -0.546 0.693 0.117
H 1.59909 0.11040 -1.75242 0.051 0.376 -0.242 0.193
```
Forces are in eV/Å.

Output
Kohn-Sham gap, eV: 4.85
Lowest unoccupied orbital energy, eV: -1.6

***

[3]
C3H20N2O7 | ωB97M-V/def2-TZVPD

Structure (XYZ):
```
32
Properties=species:S:1:pos:R:3:forces:R:3:mulliken_charge:R:1
C -1.31128 0.55916 -2.03802 0.341 0.176 -1.227 -0.931
N -0.55305 -0.02365 -0.95862 -0.285 -0.045 1.091 0.151
C 0.89913 -0.04883 -0.95775 -0.062 -0.023 -0.962 -0.093
C 1.50488 -1.45585 -0.91213 -0.540 -1.159 -0.662 0.385
N 0.60562 -2.43584 -1.29452 -0.228 0.957 -0.126 -0.337
O 2.66431 -1.68766 -0.65758 -0.078 0.018 0.602 -0.632
H -0.70115 1.22992 -2.66465 -0.056 -0.048 0.176 0.330
H -2.16306 1.14096 -1.68421 0.222 -0.188 0.072 0.222
H -1.70469 -0.21103 -2.71359 -0.055 0.065 0.029 0.314
H -0.90267 0.35761 -0.08819 0.146 0.056 -0.300 0.000
H 1.29644 0.52612 -0.12661 0.288 0.092 -0.100 0.050
H 1.28584 0.36711 -1.91318 -0.067 0.107 0.595 0.277
H -0.09723 -2.09144 -1.93089 -0.040 -0.340 0.233 0.290
H 0.74756 -3.42778 -1.25096 0.622 0.049 -0.140 0.180
O -0.71020 -1.59306 2.10976 -0.479 1.048 0.322 -0.594
H -0.94966 -0.82200 1.57682 0.261 -0.375 -0.677 0.246
H -0.96900 -1.20255 2.95747 0.211 -0.682 0.346 0.314
O 3.57564 0.39864 0.83278 0.083 1.110 0.221 -0.605
H 4.37388 0.44934 1.37282 -0.338 -0.409 -0.001 0.284
H 3.07380 -0.39793 1.01981 0.491 -0.398 -0.033 0.293
O 2.27985 3.26418 0.71030 0.160 -0.134 -0.039 -0.604
H 2.63502 2.45719 1.10671 0.147 -0.034 -0.233 0.308
H 1.33174 3.12164 0.73502 -0.208 0.137 0.199 0.286
O 0.12526 2.68464 2.78285 0.149 0.124 -0.209 -0.592
H -0.81828 2.53470 2.83788 -0.278 -0.112 0.051 0.296
H 0.54363 1.91367 3.17177 0.030 -0.087 0.096 0.302
O -2.56483 -2.75351 -1.48158 0.517 0.026 0.776 -0.639
H -2.61809 -3.20739 -0.62866 -0.514 -0.290 -0.213 0.279
H -1.72735 -2.29914 -1.30104 -0.167 0.394 -0.275 0.248
O -2.76925 0.97873 0.60027 1.012 0.446 0.916 -0.631
H -3.33297 1.61354 0.14778 -0.429 -0.839 0.038 0.272
H -3.04984 0.06051 0.64010 -0.857 0.358 -0.562 0.331
```
Forces are in eV/Å.

Output
Kohn-Sham gap, eV: 8.87
Lowest unoccupied orbital energy, eV: -0.2
Energy relative to the best compared isomer or geometry (same formula, charge and spin), eV: 2.241

***

[4]
C3H22N2O6 | ωB97M-V/def2-TZVPD

Structure (XYZ):
```
33
Properties=species:S:1:pos:R:3:forces:R:3:mulliken_charge:R:1
N -0.06962 2.41350 -3.06463 -1.951 0.710 -0.111 -0.476
C -0.92062 2.93986 -1.95841 3.202 2.516 -0.058 -0.712
C -1.49807 2.07564 -0.89228 -3.363 0.128 0.656 -0.570
C -0.69936 1.97803 0.39315 -0.835 -1.311 0.930 -0.290
N 0.52886 1.21774 0.15113 1.859 0.845 0.607 -0.442
H 0.74031 1.93592 -2.73568 0.232 -0.435 -0.174 0.191
H -0.53097 2.01862 -3.87886 0.224 -0.228 0.541 0.200
H -0.09386 3.45357 -1.43070 -0.158 0.065 0.306 0.391
H -1.43872 3.90686 -2.19401 -0.396 -1.452 -0.571 0.354
H -1.94795 1.17347 -1.34071 1.001 -0.460 0.497 0.238
H -2.46273 2.47398 -0.47480 0.526 0.403 -0.740 0.375
H -0.56531 2.98791 0.88223 0.059 -0.969 -0.736 0.274
H -1.33985 1.32173 1.11005 0.872 1.996 -1.450 0.027
H 1.41346 1.70755 0.41625 -1.150 -0.311 0.288 0.318
H 0.70603 1.15786 -0.83303 -0.303 -0.434 -0.609 0.050
O -1.91483 -2.73056 -0.94540 0.018 0.356 -1.196 -0.612
H -2.05266 -3.05221 -0.05564 0.160 -0.102 -0.122 0.312
H -1.15034 -3.20654 -1.33951 -0.880 0.364 0.972 0.329
O 3.80702 0.07333 -0.71078 0.697 -1.094 1.709 -0.636
H 3.77897 -0.48539 -1.49499 0.047 -0.094 0.245 0.296
H 3.91411 -0.56167 0.09604 -0.634 1.463 -2.374 0.355
O -0.07814 -4.05789 0.17644 0.418 -0.348 0.352 -0.620
H -0.73302 -4.22645 0.86821 0.384 -0.121 0.001 0.286
H 0.69557 -4.57359 0.42836 -0.042 0.004 0.124 0.284
O -0.17462 -2.61344 3.37670 0.796 -1.841 0.835 -0.634
H -0.56013 -2.18270 2.63065 -0.478 1.301 -0.131 0.392
H -0.09701 -2.04787 4.14750 -0.265 0.361 -0.492 0.267
O -1.26849 -0.50424 1.91673 -0.159 -0.216 0.322 -0.704
H -0.75487 -0.47235 1.10032 0.123 0.157 -0.134 0.394
H -1.11946 0.36452 2.32381 0.070 -0.738 0.064 0.356
O 2.28797 -1.00418 1.16855 0.409 -0.587 0.634 -0.642
H 1.46192 -1.42182 0.90176 0.038 0.322 0.062 0.270
H 2.13642 -0.05921 1.26154 -0.520 -0.247 -0.245 0.377
```
Forces are in eV/Å.

Output
Kohn-Sham gap, eV: 9.68
Lowest unoccupied orbital energy, eV: 0.4
Energy relative to the best compared isomer or geometry (same formula, charge and spin), eV: 2.629

***

[5]
C3H22O8 | ωB97M-V/def2-TZVPD

Structure (XYZ):
```
33
Properties=species:S:1:pos:R:3:forces:R:3:mulliken_charge:R:1
C 17.43035 -7.54712 18.07486 0.150 1.119 -0.902 -0.289
O 18.47548 -6.55376 18.03987 0.005 -0.019 0.093 -0.610
H 17.85104 -8.53208 18.24850 0.001 0.024 0.382 0.273
H 16.67465 -7.21789 18.77786 -0.123 -0.476 0.316 0.007
H 16.96441 -7.54257 17.08592 -0.135 -0.227 0.061 0.223
H 18.21587 -5.78593 18.57489 0.072 -0.215 0.089 0.356
C 16.18199 -3.67892 13.91783 0.446 0.043 0.756 -0.358
O 17.23828 -3.05470 14.63709 0.286 0.684 -0.142 -0.539
H 16.55327 -4.34330 13.13757 -0.108 -0.265 0.122 0.262
H 15.56465 -4.15114 14.67457 -0.452 -0.701 -0.545 0.093
H 15.54422 -2.93381 13.44243 0.270 0.271 0.030 0.209
H 17.88556 -3.69223 15.00744 -0.591 -0.067 -0.422 0.415
C 13.96669 -5.75420 19.85037 -0.490 0.904 -0.483 -0.302
O 12.97253 -6.76623 19.74005 0.739 -0.457 0.384 -0.517
H 15.01014 -6.02881 19.99152 -0.073 -0.728 0.037 0.139
H 13.93022 -5.23322 18.89756 0.103 0.276 0.062 0.020
H 13.72016 -5.04530 20.64335 -0.111 -0.015 0.080 0.335
H 13.31427 -7.55848 20.16774 -0.233 0.016 -0.016 0.308
O 14.07562 -2.79396 16.19888 -0.398 0.293 0.047 -0.552
H 14.29196 -1.89541 15.92108 0.147 -0.150 0.080 0.260
H 13.16945 -2.94027 15.89942 0.168 -0.115 -0.019 0.284
O 15.71972 -4.76482 17.27233 -0.302 0.398 -0.053 -0.626
H 16.30157 -4.66578 16.50208 -0.076 0.057 0.096 0.168
H 15.03326 -4.06927 17.13366 0.669 -0.177 -0.082 0.354
O 17.73803 -3.83101 19.15396 -0.277 -0.190 -0.136 -0.668
H 16.98759 -4.00300 18.55338 0.052 0.055 0.007 0.438
H 17.34546 -3.37186 19.90396 0.132 -0.059 0.003 0.312
O 13.51368 -5.84333 15.42418 -0.141 0.217 0.307 -0.630
H 12.63438 -6.08058 15.74207 0.140 -0.068 -0.024 0.321
H 14.00146 -5.56810 16.21812 0.003 -0.296 -0.259 0.337
O 18.96347 -4.88455 15.80528 -0.029 -0.138 0.320 -0.718
H 18.74082 -5.54159 16.50358 0.213 0.120 -0.166 0.384
H 19.62360 -4.31158 16.21485 -0.058 -0.112 -0.024 0.309
```
Forces are in eV/Å.

Output
Kohn-Sham gap, eV: 9.92
Lowest unoccupied orbital energy, eV: 0.2
Energy relative to the best compared isomer or geometry (same formula, charge and spin), eV: 1.787

***

[6]
C3H23NO11 | ωB97M-V/def2-TZVPD

Structure (XYZ):
```
38
Properties=species:S:1:pos:R:3:forces:R:3:mulliken_charge:R:1
C 2.71206 -2.06316 0.45845 0.593 -1.487 1.820 0.001
N 1.75657 -2.05726 -0.53387 -0.364 3.876 -1.595 0.141
C 1.52780 -0.73711 -1.09581 -0.359 -0.894 2.210 0.083
C 2.04214 -0.47612 -2.49200 -0.328 3.033 -2.066 0.048
O 1.60986 0.53589 -2.98209 0.520 -1.284 0.166 -0.242
O 3.24662 -1.05230 0.84730 -0.047 -0.245 -0.470 -0.451
H 2.92524 -3.04394 0.94830 -0.297 0.461 -0.583 0.390
H 1.07842 -2.74997 -0.81601 0.157 -0.661 0.620 0.312
H 1.99291 0.10753 -0.51489 0.114 -1.240 -0.274 0.025
H 0.50090 -0.35003 -1.12408 -0.340 -0.778 0.064 0.151
H 2.85529 -0.96099 -3.03572 0.165 -0.871 0.287 0.427
H -3.25336 -1.31828 -0.87283 -0.221 -0.097 0.038 0.435
H -3.64040 -0.68553 0.41033 0.031 -0.162 0.269 0.299
O -3.38793 -1.55370 0.06154 0.369 0.203 -0.240 -0.705
H -0.65533 -1.46315 1.58857 -0.154 -0.029 0.019 0.251
H -1.55891 -2.12500 0.52167 -0.144 0.155 0.423 0.371
O -0.68266 -2.18926 0.95626 0.237 -0.008 -0.476 -0.608
H 3.42103 0.82314 1.70683 0.108 0.105 0.129 0.352
H 3.58287 2.32978 1.45753 -0.082 -0.038 0.244 0.302
O 3.08971 1.68775 1.98679 -0.072 -0.237 -0.404 -0.612
H -2.14316 1.62270 0.51673 -0.185 -0.263 -0.199 0.313
H -3.40773 2.40450 0.75116 -0.290 -0.163 0.096 0.284
O -3.10333 1.50229 0.58939 0.236 0.444 -0.012 -0.669
H 1.23115 0.59893 4.15447 -0.207 -0.352 0.490 0.314
H -0.14399 -0.20595 4.37811 0.478 0.171 0.347 0.285
O 0.38704 0.32817 3.77889 -0.228 0.192 -0.831 -0.593
H -3.34968 0.95860 -1.41976 -0.546 -0.350 0.223 0.344
H -2.25835 0.57577 -2.28975 -0.316 -0.331 -0.230 0.249
O -3.15775 0.27308 -2.08494 0.708 0.927 0.215 -0.662
H -0.01930 2.11366 2.66052 -0.122 0.033 -0.329 0.371
H 1.06413 1.73469 1.69018 0.381 0.627 0.420 0.338
O 0.30783 2.34696 1.77153 0.154 -0.559 0.354 -0.640
H -0.02319 2.11386 -1.08551 -0.277 -0.119 0.244 0.315
H -0.14939 1.72468 0.43492 -0.405 0.035 -0.743 0.414
O -0.39826 1.42923 -0.50695 0.500 0.133 -0.040 -0.623
H -1.35580 -0.10935 -4.11852 -0.076 0.033 0.081 0.339
H -1.26690 -1.04601 -2.87236 -0.259 0.171 0.064 0.232
O -1.37619 -1.02411 -3.82437 0.566 -0.432 -0.331 -0.582
```
Forces are in eV/Å.

Output
Kohn-Sham gap (alpha / beta), eV: 9.11 / 4.41
Total charge: +1
Lowest unoccupied orbital energy (alpha / beta), eV: -4.6 / -9.3
Energy relative to the best compared isomer or geometry (same formula, charge and spin), eV: 1.481
Spin multiplicity: 2

***

no.,total energy (Eh)
1,-988.3244
2,-770.3116
3,-762.4672
4,-688.3589
5,-729.3674
6,-1010.1441